Density functional theory data (wB97M-V/def2-TZVPD) for C23H22N4O4W as an isolated structure.

Output
Net charge: +4
DFT total energy in Eh: -1475.12575
Largest force on an atom in hartree/bohr: 0.0521
Frontier orbital gap (alpha / beta) in eV: 2.7950 / 2.7943
LUMO energy (alpha / beta) in eV: -15.923 / -15.923

Geometry (Å):
1 W 13.112 13.334 7.271
2 O 14.911 12.964 7.230
3 C 15.886 12.479 8.001
4 C 17.150 12.438 7.531
5 C 18.181 11.926 8.366
6 C 17.857 11.241 9.569
7 C 16.557 11.192 10.015
8 C 15.493 11.828 9.241
9 C 14.218 11.886 9.636
10 N 13.123 12.566 9.065
11 C 12.012 12.640 10.036
12 C 10.817 13.223 9.260
13 N 11.361 14.038 8.143
14 C 10.755 15.195 7.835
15 C 11.119 16.089 6.805
16 C 10.492 17.360 6.676
17 C 10.886 18.294 5.647
18 C 11.900 17.887 4.730
19 C 12.555 16.640 4.853
20 C 12.193 15.860 5.940
21 O 12.895 14.699 6.065
22 H 17.394 12.940 6.568
23 H 19.208 11.973 8.035
24 H 18.642 10.723 10.120
25 H 16.333 10.827 10.988
26 H 13.985 11.385 10.572
27 H 12.297 13.271 10.863
28 H 11.681 11.632 10.285
29 H 10.164 13.904 9.968
30 H 10.239 12.420 8.815
31 H 9.969 15.457 8.513
32 H 9.676 17.566 7.354
33 H 10.302 19.210 5.507
34 H 12.137 18.489 3.856
35 H 13.283 16.474 4.059
36 O 7.274 7.093 6.165
37 C 8.470 7.164 6.834
38 N 9.262 8.164 6.055
39 C 9.698 9.247 6.703
40 O 9.488 9.568 7.853
41 C 10.561 10.280 5.903
42 C 10.531 10.501 4.538
43 C 11.405 11.427 3.945
44 C 12.243 12.145 4.757
45 N 12.216 11.965 6.097
46 C 11.416 11.018 6.649
47 H 6.872 6.210 6.225
48 H 8.915 6.208 6.842
49 H 8.316 7.693 7.763
50 H 9.548 7.972 5.109
51 H 9.930 9.808 3.913
52 H 11.321 11.673 2.828
53 H 12.945 12.814 4.256
54 H 11.342 10.888 7.723

Cartesian forces, eV/Å:
W -0.6868 0.1788 -0.9566
O -1.4486 0.5266 -0.3795
C 0.8340 -1.4631 0.8121
C 1.0969 1.3046 -0.5970
C -1.0015 -1.0503 0.4569
C 0.3024 0.0583 -0.5291
C -0.2165 1.0794 -0.9268
C 1.8878 0.5186 -1.1733
C -1.2328 0.0637 0.9825
N 1.0428 -1.0490 0.5487
C -1.5319 0.3979 -1.3058
C -0.5268 1.7670 1.5360
N 0.6752 0.4431 -0.5094
C 0.9530 -0.2334 -0.2330
C -0.1170 0.9940 0.5425
C 0.3666 0.8675 -1.3718
C -0.0842 -1.9658 0.5709
C -1.3376 0.0637 0.7893
C -0.8159 1.4635 0.4676
C 1.1595 -0.0799 -2.4164
O -0.0126 -0.7387 1.7079
H -0.1275 -0.5714 0.7714
H 0.1737 0.0986 -0.0059
H -0.1280 0.3499 0.0184
H -0.2416 -0.6414 0.5963
H -0.2085 0.0228 0.0049
H 0.1094 -0.0993 0.4717
H 0.5318 -0.0430 0.6241
H 1.1079 -1.5653 -1.4740
H -0.4362 -0.0211 0.0766
H -0.6791 0.3282 0.0863
H -0.1169 0.3206 -0.0742
H 0.4785 -0.2453 0.1528
H -0.0330 0.1698 0.2613
H 0.1200 -0.7576 0.6618
O -1.2624 -0.4797 -0.5825
C -0.9213 1.6990 -1.0245
N 0.7210 0.1104 0.9656
C 0.1600 0.4891 -0.9640
O 0.2138 0.1715 0.5403
C -0.6159 -1.2110 -0.2947
C 0.1747 -1.1768 -1.0763
C -1.0485 0.4314 -1.4172
C -0.1467 -0.1465 -1.7207
N 0.7259 0.0737 0.7643
C -0.3079 0.2908 0.7444
H 0.2018 0.3763 -0.0280
H 1.1098 -0.8255 0.4729
H 0.3264 -0.5718 0.7224
H -0.1193 -0.1821 -0.0534
H 0.1455 0.9123 0.2373
H 0.4684 -0.6059 1.8033
H -0.0400 0.1255 0.6853
H 0.3581 0.0272 0.0382